This record from OMol25 describes the molecule C4H5NO. The level of theory is ωB97M-V/def2-TZVPD.

Results
- electronic energy (hartree) = -285.36757
- net charge = 0
- SMILES = C#CCC(N)=O
- LUMO energy (eV) = 0.9
- frontier orbital gap (hartree) = 0.394

Positions of all 11 atoms, in Å:
N1 0.21985 -1.06009 -1.21925
C1 0.75619 -0.95816 0.04503
O1 1.63128 -1.70926 0.43395
C2 0.31550 0.15221 1.00401
C3 -0.65659 1.09463 0.47797
C4 -1.44940 1.83699 -0.03754
H1 0.70958 -1.65618 -1.87151
H2 -0.57540 -0.55520 -1.57753
H3 -0.03249 -0.32095 1.93147
H4 1.24221 0.67677 1.28329
H5 -2.16075 2.49925 -0.46988

Cartesian forces (eV/Å) of the 3 atoms listed first:
N 0.3 0.1 0.4
C 0.3 -0.4 -0.3
O -0.2 0.2 -0.3

Atomic charges from the Löwdin analysis, expressed in e, are listed below:
1 N 0.163
2 C -0.527
3 O 0.040
4 C -0.124
5 C -0.154
6 C 0.111
7 H 0.108
8 H 0.090
9 H 0.132
10 H 0.135
11 H 0.026



This record from OMol25 describes a cluster of 2 separate species, C4H5NO in total. The level of theory is ωB97M-V/def2-TZVPD.

Results
- electronic energy (hartree) = -285.25273
- net charge = 0
- LUMO energy (eV) = -1.0
- frontier orbital gap (hartree) = 0.305

Positions of all 11 atoms, in Å:
C1 0.38379 0.84487 -1.18115
C2 0.02767 -0.14124 -0.34726
C3 0.45179 -0.26295 1.06971
O1 -0.12510 -1.41116 1.42316
C4 -0.81882 -1.94740 0.32501
N1 -0.79468 -1.24130 -0.72155
H1 0.71893 2.61111 0.96804
H2 -0.03279 0.92427 -2.18023
H3 1.10670 1.59035 -0.87342
H4 0.77213 1.95092 1.31085
H5 -1.27929 -2.91217 0.49181

Cartesian forces (eV/Å) of the 3 atoms listed first:
C 0.0 -0.1 0.1
C 0.2 0.2 -0.1
C 0.0 -0.3 -0.3

Atomic charges from the Löwdin analysis, expressed in e, are listed below:
1 C 0.126
2 C -0.383
3 C 0.008
4 O -0.030
5 C -0.157
6 N 0.125
7 H 0.046
8 H 0.081
9 H 0.045
10 H 0.004
11 H 0.135



This record from OMol25 describes the molecule C4H5NO. The level of theory is ωB97M-V/def2-TZVPD.

Results
- electronic energy (hartree) = -285.28285
- net charge = 0
- LUMO energy (spin up / spin down) (eV) = 0.1 / 0.1
- frontier orbital gap (spin up / spin down) (hartree) = 0.328 / 0.328

Positions of all 11 atoms, in Å:
O1 2.22430 -0.98473 -0.06455
C1 1.14635 -0.43940 0.01343
N1 -0.04865 -1.15433 -0.09812
C2 -1.26194 -0.51480 -0.27121
C3 -0.34281 1.40466 -0.07792
C4 0.87097 0.98475 0.24817
H1 0.08540 -2.11278 -0.39359
H2 -1.75768 0.03094 0.47831
H3 -1.99304 -1.22083 -0.74096
H4 -0.61136 2.43585 0.23384
H5 1.68847 1.57066 0.67261

Cartesian forces (eV/Å) of the 3 atoms listed first:
O 0.0 0.0 0.2
C 0.2 -0.5 0.1
N 0.4 0.2 0.3

Atomic charges from the Löwdin analysis, expressed in e, are listed below:
1 O 0.063
2 C -0.503
3 N 0.018
4 C -0.008
5 C 0.067
6 C -0.111
7 H 0.149
8 H 0.029
9 H 0.110
10 H 0.071
11 H 0.117



What is the net charge in the second record? 0



What is the electronic energy in the second record? -285.25273 hartree



Which value of net charge does entry 1 give? 0